(1)
Below is the molecule C5H9NS at a distorted geometry, with properties calculated with ωB97M-V/def2-TZVPD.

```
16
Properties=species:S:1:pos:R:3:mulliken_charge:R:1
C -2.833 0.536 0.152 -0.05
C -0.536 -0.322 -0.501 -0.58
C 0.869 -0.167 0.103 0.50
C 1.298 1.229 0.014 -1.19
C 1.703 -1.306 0.488 -1.14
N -1.566 0.526 0.030 -0.26
S -4.279 -0.273 -0.201 -0.09
H -3.212 1.579 0.500 0.26
H -0.517 -0.114 -1.601 0.27
H -0.777 -1.316 -0.313 0.44
H 1.610 1.334 -1.073 0.24
H 2.218 1.515 0.563 0.33
H 0.394 1.789 0.203 0.34
H 1.048 -2.150 0.745 0.33
H 2.394 -1.172 1.342 0.34
H 2.186 -1.687 -0.451 0.25
```

Results
Frontier orbital gap (spin up / spin down) ... 9.753 / 4.570 eV
Lowest unoccupied orbital energy (spin up / spin down) ... 0.7 / -2.5 eV
E_HOMO (spin up / spin down) ... -9.046 / -7.022 eV

***

(2)
Below is the molecule C5H9NS at a distorted geometry, with properties calculated with ωB97M-V/def2-TZVPD.

```
16
Properties=species:S:1:pos:R:3:mulliken_charge:R:1
C -1.239 1.709 -0.740 -0.77
N -1.092 0.678 0.260 -0.25
C -0.582 -0.660 -0.067 -0.22
C 0.432 -1.382 -0.917 -0.63
S 1.716 -1.738 0.437 -0.14
C 1.063 -0.419 1.622 -0.75
C 0.281 0.356 0.599 0.00
H -0.397 1.729 -1.497 0.28
H -2.202 1.557 -1.282 0.28
H -1.272 2.673 -0.271 0.30
H -1.025 -1.390 0.580 0.28
H 0.875 -0.792 -1.745 0.28
H 0.096 -2.354 -1.334 0.35
H 0.465 -0.877 2.404 0.35
H 1.919 0.096 2.041 0.37
H 0.961 0.814 -0.090 0.27
```

Results
Frontier orbital gap ... 9.610 eV
Lowest unoccupied orbital energy ... 0.9 eV
SMILES ... CN1[C@H]2CSC[C@@H]21
E_HOMO ... -8.708 eV